Record 1
Here is 2 unconnected molecules or ions with the total composition C4H14N3 in a non-equilibrium geometry from the Open Molecules 2025 dataset. Energies are from wB97M-V/def2-TZVPD.

CARTESIAN COORDINATES (ANGSTROEM)
C1 0.0954 -2.5186 -0.7648
C2 0.2431 -0.9995 -0.7605
N1 -0.4330 -0.3670 -1.9466
C3 -0.6451 1.1008 -1.7772
H1 0.6107 -2.9644 -1.6153
H2 0.4999 -2.9451 0.1521
H3 -0.9628 -2.7621 -0.8463
H4 -0.3072 -0.6103 0.0917
H5 1.2850 -0.6947 -0.8008
H6 -1.3792 -0.8288 -1.9914
H7 0.0610 -0.5855 -2.8509
H8 -1.4548 1.2295 -1.0640
H9 -0.7824 1.5623 -2.7489
H10 0.2546 1.5073 -1.3147
N2 -0.1433 0.5812 3.0403
C4 0.7039 1.5982 2.6608
N3 0.9309 1.8722 1.4434
H11 -0.7306 0.3235 2.2685
H12 -0.5864 0.7142 3.9341
H13 1.1825 2.1179 3.4925
H14 1.5577 2.6687 1.3983

Total charge ... 0
HOMO-LUMO gap (spin up / spin down) ... 0.141 / 0.390 Eh
E_tot ... -324.9333 Eh
Spin multiplicity ... 2
HOMO level (spin up / spin down) ... -3.1 / -9.9 eV

Record 2
Here is 2 unconnected molecules or ions with the total composition C4H14N3 in a non-equilibrium geometry from the Open Molecules 2025 dataset. Energies are from wB97M-V/def2-TZVPD.

CARTESIAN COORDINATES (ANGSTROEM)
C1 -0.3996 0.1224 3.2991
C2 0.5752 0.2415 2.1483
N1 0.6617 -0.9711 1.2723
H1 -0.0345 -0.6012 4.0279
H2 -0.4372 1.0601 3.8559
H3 -1.4053 -0.1332 2.9697
H4 0.3327 1.0751 1.4898
H5 1.5771 0.4491 2.5290
H6 -0.1014 -1.5837 1.5572
H7 1.4639 -1.5096 1.5931
C3 -1.3964 1.2948 -0.9155
N2 -0.3563 0.3353 -1.1842
C4 -0.1411 -0.1356 -2.4638
N3 1.0429 -0.8023 -2.7763
H8 -1.0058 2.3188 -0.8426
H9 -1.8558 1.0485 0.0446
H10 -2.1277 1.2553 -1.7194
H11 0.2070 -0.0066 -0.4126
H12 -0.9219 -0.0290 -3.1962
H13 1.6785 -1.0796 -2.0546
H14 1.1453 -1.2217 -3.6776

Total charge ... 0
HOMO-LUMO gap (spin up / spin down) ... 0.183 / 0.332 Eh
E_tot ... -324.9773 Eh
Spin multiplicity ... 2
HOMO level (spin up / spin down) ... -4.0 / -8.1 eV